No. 1
Here is the ion C4H8N with charge +1 from the OMol25 dataset. Energies are from the ωB97M-V functional and the def2-TZVPD basis.

```
! wB97M-V def2-TZVPD RIJCOSX def2/J DEFGRID3
* xyz 1 1
C -0.608 -2.168 0.310
C -0.208 -0.749 0.167
C 0.809 -0.100 -0.359
N 0.838 1.273 -0.637
C -0.299 1.964 0.019
H -1.698 -2.202 0.524
H -0.115 -2.643 1.164
H -0.406 -2.742 -0.612
H -0.420 2.932 -0.438
H 1.705 -0.579 -0.731
H 1.740 1.662 -0.364
H -0.196 2.070 1.086
H -1.142 1.283 -0.130
*
```

E_HOMO, eV: -14.48
E, Eh: -211.54283
Relative energy (zero: lowest compared OMol25 entry of this formula, charge and spin), kJ/mol: 336.8
Kohn-Sham gap, eV: 6.475

Löwdin population analysis, charges in e, atoms 1 to 4: C -0.014; C 0.198; C -0.089; N -0.036



No. 2
Here is a structure of composition C3F2INS from the OMol25 dataset. Energies are from the ωB97M-V functional and the def2-TZVPD basis.

```
! wB97M-V def2-TZVPD RIJCOSX def2/J DEFGRID3
* xyz 0 3
C 0.617 0.039 0.000
C -0.229 -1.097 0.000
C -0.177 1.151 0.000
N -1.509 -0.882 0.000
F 0.232 -2.333 0.000
F 0.212 2.413 0.000
S -1.847 0.709 0.000
I 2.701 0.000 0.000
*
```

E_HOMO (spin up / spin down), eV: -5.55 / -10.13
E, Eh: -1064.51503
Relative energy (zero: lowest compared OMol25 entry of this formula, charge and spin), kJ/mol: 0.0
Kohn-Sham gap (spin up / spin down), eV: 6.046 / 6.371

Löwdin population analysis, charges in e, atoms 1 to 4: C -0.703; C -0.559; C -0.631; N -0.242



No. 3
Here is the molecule C17H20O5 from the OMol25 dataset. Energies are from the ωB97M-V functional and the def2-TZVPD basis.

```
! wB97M-V def2-TZVPD RIJCOSX def2/J DEFGRID3
* xyz 0 1
C 2.622 5.762 3.442
O 2.336 4.562 2.728
C 3.313 4.114 1.872
O 4.403 4.718 1.671
C 2.997 2.821 1.134
C 3.586 2.851 -0.325
C 3.630 1.507 -0.967
C 2.360 0.813 -0.914
C 1.325 0.214 -0.951
C 0.077 -0.499 -1.063
C -1.038 0.047 -1.732
C -2.239 -0.680 -1.785
C -3.436 -0.036 -2.430
C -2.327 -1.960 -1.181
O -3.583 -2.569 -1.256
C -4.258 -2.608 -0.010
C -1.219 -2.532 -0.545
C -1.273 -3.937 0.043
O -0.561 -4.130 1.036
O -2.112 -4.877 -0.535
C -2.296 -6.131 0.160
C -0.022 -1.757 -0.471
H 2.562 6.605 2.723
H 1.911 5.885 4.242
H 3.643 5.736 3.890
H 1.924 2.646 1.104
H 3.445 2.055 1.742
H 4.626 3.229 -0.298
H 3.005 3.597 -0.921
H 4.374 0.871 -0.466
H 3.930 1.612 -2.021
H -0.914 1.011 -2.167
H -3.119 0.939 -2.847
H -3.816 -0.647 -3.276
H -4.274 0.082 -1.688
H -5.124 -3.279 -0.086
H -3.590 -2.924 0.789
H -4.669 -1.573 0.208
H -2.576 -6.002 1.253
H -1.354 -6.690 0.139
H -3.090 -6.731 -0.324
H 0.823 -2.118 0.084
*
```

E_HOMO, eV: -8.56
E, Eh: -1035.91475
Relative energy (zero: lowest compared OMol25 entry of this formula, charge and spin), kJ/mol: 115.5
Kohn-Sham gap, eV: 8.992

Löwdin population analysis, charges in e, atoms 1 to 4: C -0.063; O -0.054; C -0.416; O 0.046



No. 4
Here is a structure of composition C31H27BrN3O4RuSTe from the OMol25 dataset. Energies are from the ωB97M-V functional and the def2-TZVPD basis.

```
! wB97M-V def2-TZVPD RIJCOSX def2/J DEFGRID3
* xyz 0 2
Ru -1.269 -0.551 -1.279
O -1.271 0.821 1.023
S -1.282 -0.622 1.438
C -1.423 -0.597 3.239
C -1.051 0.530 3.952
C -1.170 0.534 5.333
C -1.666 -0.584 5.993
C -2.049 -1.705 5.270
C -1.931 -1.710 3.887
C 0.431 -1.149 1.461
C 0.729 -2.495 1.587
C 2.050 -2.907 1.597
C 3.070 -1.968 1.479
C 2.765 -0.628 1.324
C 1.435 -0.213 1.299
H -0.673 1.400 3.429
H -0.879 1.412 5.894
H -1.760 -0.577 7.071
H -2.443 -2.572 5.783
H -2.239 -2.583 3.323
H -0.065 -3.228 1.683
H 2.288 -3.957 1.709
H 4.105 -2.286 1.509
H 3.557 0.102 1.255
H 1.188 0.837 1.195
C 2.338 -2.432 -1.907
Te 1.500 -0.522 -1.427
C 3.483 0.230 -1.496
C 4.370 -0.955 -1.791
C 5.749 -0.773 -1.880
C 6.584 -1.842 -2.155
C 6.045 -3.108 -2.347
C 4.676 -3.295 -2.263
C 3.828 -2.225 -1.982
H 1.975 -2.776 -2.873
H 2.079 -3.146 -1.130
H 3.747 0.668 -0.540
H 3.570 0.976 -2.282
H 6.173 0.214 -1.734
H 7.653 -1.690 -2.222
H 6.694 -3.947 -2.565
H 4.259 -4.283 -2.418
Br -3.795 6.543 -1.398
C -2.065 5.787 -1.386
C -0.946 6.603 -1.393
N 0.294 6.120 -1.380
C 0.443 4.800 -1.362
C -0.617 3.895 -1.357
C -1.900 4.417 -1.366
C -0.303 2.426 -1.334
O 0.886 2.114 -1.289
O -1.276 1.571 -1.340
H -1.041 7.682 -1.408
H 1.461 4.434 -1.352
H -2.754 3.761 -1.351
O -1.216 -2.207 -1.348
N -3.739 1.681 -1.721
C -4.250 0.460 -1.512
C -5.658 0.293 -1.509
C -6.200 -0.947 -1.331
C -5.352 -2.043 -1.157
C -4.001 -1.829 -1.165
N -3.440 -0.612 -1.329
H -4.389 2.432 -1.866
H -2.684 1.834 -1.754
H -6.286 1.161 -1.658
H -7.274 -1.084 -1.329
H -5.754 -3.036 -1.018
H -3.316 -2.653 -1.029
*
```

E_HOMO (spin up / spin down), eV: -6.69 / -6.66
E, Eh: -4997.72678
Relative energy (zero: lowest compared OMol25 entry of this formula, charge and spin), kJ/mol: 148.7
Kohn-Sham gap (spin up / spin down), eV: 6.372 / 6.632

Löwdin population analysis, charges in e, atoms 1 to 4: Ru 0.991; O -0.512; S 0.936; C -0.362



No. 5
Here is the molecule C6H9N3O from the OMol25 dataset. Energies are from the ωB97M-V functional and the def2-TZVPD basis.

```
! wB97M-V def2-TZVPD RIJCOSX def2/J DEFGRID3
* xyz 0 1
H 4.353 0.341 1.165
N 3.332 0.597 1.267
C 2.679 -0.448 0.961
O 3.395 -1.556 0.524
C 1.260 -0.497 0.592
C 0.295 0.482 0.604
N -0.836 -0.121 0.135
C -2.145 0.503 -0.016
C -2.280 1.250 -1.334
C -0.501 -1.385 -0.232
N 0.750 -1.657 0.064
H 2.751 -2.160 0.114
H 0.317 1.519 0.924
H -2.290 1.179 0.836
H -2.896 -0.293 0.062
H -2.167 0.563 -2.184
H -3.273 1.714 -1.393
H -1.521 2.040 -1.417
H -1.224 -2.068 -0.673
*
```

E_HOMO, eV: -8.89
E, Eh: -473.54520
Relative energy (zero: lowest compared OMol25 entry of this formula, charge and spin), kJ/mol: 11.9
Kohn-Sham gap, eV: 9.579

Löwdin population analysis, charges in e, atoms 1 to 4: H 0.082; N 0.132; C -0.435; O 0.024



No. 6
Here is a cluster of 12 separate species, C20H68O24P4 in total from the OMol25 dataset. Energies are from the ωB97M-V functional and the def2-TZVPD basis.

```
! wB97M-V def2-TZVPD RIJCOSX def2/J DEFGRID3
* xyz 1 2
C -21.936 -10.730 -2.284
O -22.395 -11.228 -0.973
H -21.074 -10.066 -2.226
H -21.890 -11.481 -3.074
H -22.674 -10.058 -2.721
H -21.763 -11.131 -0.257
C -21.934 -2.315 -5.579
O -23.171 -2.734 -6.010
H -21.329 -3.164 -5.258
H -21.376 -1.858 -6.395
H -21.958 -1.641 -4.723
H -22.929 -3.340 -6.714
C -16.824 -4.997 -4.460
O -15.638 -4.951 -3.671
H -17.439 -5.871 -4.245
H -17.340 -4.048 -4.316
H -16.562 -5.070 -5.516
H -15.236 -5.817 -3.770
C -25.523 -1.965 -1.768
O -24.771 -0.806 -2.190
H -25.315 -2.171 -0.718
H -26.575 -1.736 -1.938
H -25.178 -2.862 -2.283
H -24.717 -0.642 -3.135
C -15.602 -9.704 -1.909
O -16.826 -9.719 -1.212
H -15.289 -10.612 -2.424
H -15.559 -8.753 -2.441
H -14.716 -9.543 -1.296
H -17.508 -9.785 -1.885
C -25.210 -6.345 -0.188
O -25.364 -6.712 -1.524
H -26.001 -5.664 0.128
H -25.173 -7.233 0.443
H -24.347 -5.708 0.004
H -25.893 -6.069 -2.002
C -19.558 -3.107 2.719
O -18.861 -3.922 1.786
H -19.343 -2.071 2.456
H -20.641 -3.225 2.667
H -19.347 -3.268 3.776
H -19.280 -3.846 0.925
C -15.934 -5.919 1.250
O -14.659 -6.151 1.716
H -15.843 -5.089 0.550
H -16.298 -6.833 0.780
H -16.695 -5.688 1.996
H -14.278 -5.503 2.314
C -24.549 -5.775 -6.175
O -23.397 -5.696 -6.993
P -23.263 -5.173 -8.542
O -24.310 -4.221 -9.053
O -21.791 -4.411 -8.554
C -20.621 -5.091 -7.957
O -23.055 -6.586 -9.338
C -22.931 -6.644 -10.832
H -25.255 -6.522 -6.538
H -24.858 -4.746 -5.988
H -24.273 -6.114 -5.176
H -20.052 -4.535 -7.211
H -19.960 -5.385 -8.772
H -20.868 -6.074 -7.556
H -22.086 -7.312 -11.002
H -22.723 -5.711 -11.356
H -23.782 -7.203 -11.221
C -20.070 -6.362 7.509
O -21.007 -7.339 7.095
P -20.893 -8.112 5.658
O -19.729 -8.995 5.621
O -20.871 -6.938 4.613
C -20.964 -7.325 3.224
O -22.371 -8.726 5.474
C -22.575 -10.081 5.237
H -20.611 -5.429 7.664
H -19.282 -5.994 6.852
H -19.482 -6.580 8.401
H -21.778 -8.051 3.234
H -20.008 -7.699 2.856
H -21.196 -6.443 2.626
H -21.958 -10.330 4.374
H -23.564 -10.319 4.845
H -22.194 -10.660 6.079
C -18.832 -15.292 -2.764
O -18.832 -13.967 -3.296
P -18.234 -12.687 -2.511
O -18.309 -11.404 -3.265
O -16.750 -13.141 -1.990
C -15.923 -13.622 -3.035
O -19.137 -12.762 -1.215
C -19.123 -11.689 -0.248
H -18.177 -15.271 -1.893
H -18.358 -16.019 -3.423
H -19.787 -15.683 -2.413
H -16.027 -14.706 -3.094
H -14.891 -13.448 -2.730
H -16.117 -13.074 -3.956
H -18.158 -11.677 0.258
H -20.072 -11.661 0.286
H -18.934 -10.721 -0.712
C -18.256 -6.558 -1.560
O -19.332 -6.001 -2.242
P -20.543 -5.218 -1.477
O -20.128 -3.923 -0.884
O -21.686 -5.211 -2.597
C -22.911 -4.584 -2.432
O -21.049 -6.273 -0.341
C -21.463 -7.601 -0.653
H -17.561 -7.045 -2.244
H -18.458 -7.191 -0.696
H -17.580 -5.812 -1.142
H -23.003 -4.364 -1.369
H -23.740 -5.274 -2.591
H -22.846 -3.666 -3.017
H -20.673 -8.331 -0.480
H -21.763 -7.608 -1.701
H -22.244 -7.852 0.064
*
```

E_HOMO (spin up / spin down), eV: -11.82 / -11.82
E, Eh: -3973.72565
Relative energy (zero: lowest compared OMol25 entry of this formula, charge and spin), kJ/mol: 0.0
Kohn-Sham gap (spin up / spin down), eV: 9.430 / 2.152

Löwdin population analysis, charges in e, atoms 1 to 4: C -0.116; O -0.123; H 0.056; H 0.084